No. 1
# C28H78O11

A 11-piece molecular cluster, C28H78O11 overall (ωB97M-V with the def2-TZVPD basis set, the Open Molecules 2025 dataset).

Energy relative to the best compared isomer or geometry (same formula, charge and spin) in kcal/mol: 34.32
Net charge: 0
Energy in eV: -52820.3437
Lowest unoccupied orbital energy in eV: 0.490
Structure (SMILES): CC(C)O.CC(C)O.CC(C)O.CC(C)O.CC(C)O.CC(C)O.CCO.CCO.CCO.CCO.CCO

Last column: Mulliken charge in e.
Element x y z (Å)
C (1.314, 1.369, 4.348)  -0.450
C (0.462, 2.542, 4.809)  -0.336
O (1.323, 3.442, 5.550)  -0.564
H (1.713, 0.816, 5.203)  0.414
H (2.160, 1.707, 3.755)  0.134
H (0.627, 0.651, 3.892)  -0.039
H (-0.283, 2.164, 5.517)  0.442
H (0.006, 3.190, 4.064)  0.096
H (1.489, 3.024, 6.400)  0.298
C (0.121, -0.770, -0.765)  2.341
C (-0.036, 0.330, 0.253)  2.508
O (-0.159, -0.176, 1.577)  -0.086
H (0.659, -1.613, -0.325)  0.505
H (0.756, -0.450, -1.599)  -0.948
H (-0.781, -1.104, -1.282)  -1.948
H (-0.827, 1.043, -0.012)  -1.300
H (0.851, 0.986, 0.233)  -0.483
H (-0.858, 0.385, 1.956)  -0.168
C (-4.149, -0.090, 3.438)  -1.687
C (-3.401, 0.165, 2.150)  1.196
O (-2.505, 1.275, 2.259)  -0.690
H (-3.471, -0.242, 4.281)  0.366
H (-4.852, -0.917, 3.382)  0.360
H (-4.702, 0.820, 3.692)  0.344
H (-4.136, 0.358, 1.361)  0.374
H (-2.813, -0.695, 1.828)  -0.469
H (-3.003, 2.095, 2.201)  0.328
C (-2.373, 2.703, -1.407)  0.282
C (-3.258, 3.821, -0.869)  -0.685
O (-3.954, 4.376, -1.973)  -0.535
H (-2.977, 2.036, -2.031)  -0.024
H (-2.147, 2.039, -0.563)  -0.922
H (-1.474, 3.004, -1.930)  0.623
H (-2.571, 4.500, -0.345)  0.282
H (-3.923, 3.477, -0.071)  0.250
H (-4.568, 5.035, -1.628)  0.332
C (0.149, -4.771, 4.321)  -1.210
C (-0.214, -3.324, 3.932)  0.097
O (0.851, -2.791, 3.170)  -0.576
H (-0.386, -4.944, 5.260)  0.340
H (1.211, -4.919, 4.527)  0.310
H (-0.105, -5.574, 3.629)  0.288
H (-0.343, -2.811, 4.883)  0.267
H (-1.118, -3.450, 3.334)  0.166
H (0.555, -1.999, 2.699)  0.202
C (-0.826, -1.487, -4.182)  -1.353
C (-1.173, -0.075, -3.747)  2.425
C (-0.008, 0.909, -3.784)  -0.827
O (-2.244, 0.446, -4.522)  -0.719
H (-0.010, -1.932, -3.619)  -0.022
H (-0.525, -1.600, -5.230)  0.499
H (-1.711, -2.125, -4.142)  0.259
H (-1.569, -0.123, -2.723)  -0.814
H (-0.221, 1.669, -3.028)  -0.159
H (0.173, 1.357, -4.757)  0.476
H (0.930, 0.490, -3.404)  -0.036
H (-2.709, 1.176, -4.112)  0.403
C (-0.360, -4.634, -0.801)  -1.134
C (-0.391, -5.096, -2.266)  0.829
C (-1.781, -5.008, -2.861)  -1.260
O (0.444, -4.247, -3.059)  -0.499
H (-1.231, -5.058, -0.288)  0.414
H (-0.404, -3.561, -0.620)  -0.037
H (0.488, -5.066, -0.265)  0.467
H (0.025, -6.109, -2.325)  0.288
H (-2.580, -5.416, -2.221)  0.418
H (-1.863, -5.573, -3.787)  0.359
H (-2.139, -3.975, -2.836)  -0.018
H (1.323, -4.322, -2.651)  0.358
C (5.257, -2.879, -1.979)  -1.382
C (3.734, -2.766, -1.841)  0.340
C (3.211, -1.664, -2.755)  -0.118
O (3.173, -4.018, -2.261)  -0.677
H (5.524, -3.126, -3.007)  0.400
H (5.720, -3.562, -1.269)  0.369
H (5.703, -1.905, -1.739)  0.269
H (3.506, -2.500, -0.808)  0.298
H (3.887, -1.617, -3.614)  0.606
H (3.299, -0.690, -2.260)  -0.183
H (2.163, -1.748, -3.036)  -0.357
H (3.409, -4.122, -3.191)  0.339
C (-3.213, -1.977, -0.594)  -0.248
C (-4.251, -0.844, -0.613)  1.130
C (-4.937, -0.826, -1.973)  -1.592
O (-5.193, -1.066, 0.433)  -0.577
H (-3.708, -2.903, -0.910)  0.579
H (-2.704, -2.215, 0.342)  0.277
H (-2.414, -1.829, -1.328)  -0.698
H (-3.744, 0.102, -0.424)  -0.568
H (-5.793, -0.150, -1.928)  0.438
H (-5.357, -1.789, -2.274)  0.371
H (-4.248, -0.502, -2.756)  0.249
H (-5.489, -1.979, 0.331)  0.398
C (5.447, 1.427, -0.756)  -1.505
C (4.073, 1.635, -0.104)  0.975
C (4.136, 2.346, 1.228)  -1.048
O (3.316, 2.450, -1.028)  -0.495
H (6.021, 0.780, -0.086)  0.366
H (5.901, 2.410, -0.913)  0.445
H (5.435, 0.978, -1.749)  0.339
H (3.558, 0.680, 0.006)  -0.040
H (4.835, 1.850, 1.911)  0.462
H (3.116, 2.329, 1.605)  -0.074
H (4.576, 3.345, 1.220)  0.297
H (3.888, 3.100, -1.439)  0.312
C (2.430, 5.473, 2.360)  -0.652
C (1.508, 5.868, 1.173)  0.214
C (0.633, 4.690, 0.787)  -0.930
O (0.604, 6.904, 1.553)  -0.537
H (2.189, 4.444, 2.638)  -0.112
H (2.403, 6.055, 3.278)  0.386
H (3.464, 5.441, 2.008)  0.180
H (2.187, 6.071, 0.340)  0.335
H (1.255, 3.808, 0.622)  0.163
H (0.033, 4.910, -0.097)  0.362
H (-0.075, 4.472, 1.590)  0.218
H (1.031, 7.759, 1.433)  0.330


No. 2
# C28H78O16

A 11-piece molecular cluster, C28H78O16 overall (ωB97M-V with the def2-TZVPD basis set, the Open Molecules 2025 dataset).

Energy relative to the best compared isomer or geometry (same formula, charge and spin) in kcal/mol: 63.55
Net charge: 0
Energy in eV: -63056.1155
Lowest unoccupied orbital energy in eV: 0.148
Structure (SMILES): CC(C)O.CC(C)O.CC(C)O.CC(C)O.CC(C)O.CC(C)O.OCCO.OCCO.OCCO.OCCO.OCCO

Last column: Mulliken charge in e.
Element x y z (Å)
C (2.860, 4.026, 1.723)  -0.956
C (2.432, 3.773, 3.209)  0.366
C (0.987, 3.268, 3.446)  -0.384
O (3.295, 2.803, 3.712)  -0.593
H (3.657, 4.756, 1.581)  0.413
H (2.024, 4.568, 1.282)  0.259
H (3.119, 3.155, 1.121)  0.021
H (2.591, 4.685, 3.784)  0.338
H (0.267, 4.050, 3.205)  0.412
H (0.882, 2.953, 4.484)  0.316
H (0.853, 2.410, 2.788)  -0.395
H (3.617, 2.241, 3.003)  0.354
C (-1.242, 5.313, -3.938)  -1.662
C (-1.701, 4.001, -3.380)  2.097
C (-2.386, 4.078, -1.996)  -1.059
O (-2.676, 3.404, -4.169)  -0.609
H (-1.944, 6.115, -4.165)  0.390
H (-0.675, 5.225, -4.865)  0.379
H (-0.560, 5.851, -3.280)  0.303
H (-0.851, 3.324, -3.299)  -0.901
H (-1.663, 4.384, -1.240)  0.339
H (-2.723, 3.096, -1.664)  -0.100
H (-3.236, 4.760, -2.004)  0.417
H (-2.205, 2.732, -4.667)  0.474
C (4.519, -1.860, -1.654)  -1.141
C (4.144, -1.643, -0.200)  1.573
C (5.266, -1.922, 0.792)  -1.616
O (3.828, -0.251, -0.066)  -0.594
H (3.724, -1.519, -2.316)  0.092
H (4.682, -2.928, -1.799)  0.384
H (5.344, -1.170, -1.836)  0.353
H (3.235, -2.193, 0.046)  -0.480
H (5.507, -2.984, 0.846)  0.411
H (4.994, -1.610, 1.800)  0.353
H (6.212, -1.485, 0.474)  0.356
H (2.981, -0.013, -0.451)  -0.016
C (3.359, 2.463, -2.374)  -0.647
C (3.020, 3.938, -2.427)  0.152
C (1.616, 4.213, -2.611)  -0.722
O (3.680, 4.616, -1.375)  -0.546
H (2.878, 2.006, -1.509)  -0.059
H (4.416, 2.200, -2.354)  0.537
H (2.860, 1.990, -3.220)  -0.083
H (3.515, 4.203, -3.361)  0.176
H (1.429, 5.284, -2.532)  0.230
H (1.097, 3.764, -1.764)  0.142
H (1.353, 3.896, -3.621)  0.377
H (4.618, 4.416, -1.338)  0.368
C (-1.134, -3.942, 4.151)  -0.921
C (-0.504, -5.304, 4.015)  0.713
C (-1.251, -6.452, 4.726)  -1.585
O (-0.286, -5.641, 2.671)  -0.382
H (-2.073, -3.870, 3.601)  0.293
H (-0.508, -3.183, 3.680)  0.081
H (-1.176, -3.559, 5.170)  0.404
H (0.500, -5.293, 4.439)  0.184
H (-1.589, -6.264, 5.745)  0.354
H (-0.647, -7.356, 4.650)  0.386
H (-2.128, -6.704, 4.130)  0.370
H (0.087, -4.833, 2.312)  0.319
C (-2.768, -2.250, -2.811)  -1.374
C (-3.739, -1.294, -2.182)  1.611
C (-3.770, 0.015, -2.850)  -0.806
O (-5.012, -1.911, -2.385)  -0.628
H (-3.017, -2.382, -3.864)  0.396
H (-2.801, -3.250, -2.379)  0.304
H (-1.720, -1.959, -2.736)  0.074
H (-3.514, -1.225, -1.118)  -0.529
H (-4.580, 0.694, -2.584)  0.285
H (-3.764, -0.077, -3.936)  0.337
H (-2.788, 0.470, -2.723)  -0.007
H (-5.577, -1.741, -1.628)  0.363
C (-4.205, 0.625, 1.309)  -0.596
C (-3.350, -0.152, 2.326)  0.262
O (-4.051, -0.943, 3.338)  -0.607
O (-3.501, 1.339, 0.345)  -0.221
H (-4.827, 1.369, 1.806)  0.432
H (-4.771, -0.112, 0.739)  0.209
H (-2.684, 0.552, 2.825)  0.165
H (-2.800, -0.820, 1.663)  -0.109
H (-4.554, -1.631, 2.895)  0.339
H (-4.225, 1.860, -0.010)  0.225
C (-0.097, -0.599, 6.576)  -0.956
C (-0.813, -0.317, 5.246)  -0.259
O (-0.025, -0.292, 4.051)  -0.178
O (0.708, 0.475, 6.874)  -0.525
H (0.539, -1.478, 6.475)  0.368
H (-0.847, -0.758, 7.350)  0.403
H (-1.189, 0.702, 5.337)  0.332
H (-1.703, -0.919, 5.065)  0.315
H (0.908, -0.191, 4.254)  0.003
H (1.405, 0.330, 6.229)  0.324
C (-0.408, -4.985, -0.756)  -0.867
C (0.350, -3.705, -0.322)  0.452
O (0.373, -3.473, 1.092)  -0.616
O (0.189, -6.216, -0.334)  -0.586
H (-0.458, -4.895, -1.841)  0.353
H (-1.405, -4.920, -0.320)  0.355
H (0.057, -2.815, -0.879)  -0.052
H (1.371, -3.831, -0.682)  0.156
H (0.312, -2.524, 1.227)  0.502
H (0.001, -6.378, 0.593)  0.380
C (0.771, 0.302, -4.765)  0.588
C (-0.336, 0.312, -5.841)  -0.758
O (-1.521, 1.066, -5.486)  -0.421
O (0.979, -0.973, -4.081)  -0.529
H (0.469, 1.032, -4.015)  -0.503
H (1.705, 0.655, -5.203)  0.336
H (-0.668, -0.685, -6.132)  0.390
H (0.053, 0.704, -6.781)  0.312
H (-2.212, 0.457, -5.757)  0.222
H (1.140, -1.602, -4.789)  0.311
C (-0.109, 0.392, 0.847)  -0.201
C (-0.043, 0.466, -0.770)  0.229
O (1.123, -0.026, -1.349)  1.372
O (-0.081, -0.884, 1.444)  -0.134
H (-1.021, 0.860, 1.216)  0.291
H (0.743, 1.010, 1.128)  -0.107
H (-0.209, 1.513, -1.024)  -0.097
H (-0.978, 0.057, -1.154)  -0.740
H (0.940, -0.352, -2.233)  -0.548
H (-0.284, -0.675, 2.358)  -0.076


No. 3
# C28H79N5O13

A 9-piece molecular cluster, C28H79N5O13 overall (ωB97M-V with the def2-TZVPD basis set, the Open Molecules 2025 dataset).

Energy relative to the best compared isomer or geometry (same formula, charge and spin) in kcal/mol: 143.88
Net charge: 0
Energy in eV: -64375.1971
Lowest unoccupied orbital energy in eV: 0.140
Structure (SMILES): COC[C@H](C)N.COC[C@H](C)N.COC[C@H](C)N.COC[C@H](C)N.COC[C@H](C)N.OCCO.OCCO.OCCO.OCCO

Last column: Mulliken charge in e.
Element x y z (Å)
C (1.605, 3.539, -3.786)  -0.886
C (0.203, 3.976, -3.401)  0.766
C (-0.136, 5.184, -4.265)  -0.960
O (0.655, 6.311, -4.016)  -0.303
C (0.247, 7.536, -4.635)  -0.745
N (-0.717, 2.934, -3.735)  -0.427
H (2.379, 4.296, -3.660)  0.319
H (1.917, 3.162, -4.760)  0.399
H (1.753, 2.766, -3.031)  -0.173
H (0.107, 4.176, -2.334)  0.185
H (-1.142, 5.351, -3.881)  0.373
H (-0.128, 4.799, -5.285)  0.343
H (-0.789, 7.710, -4.344)  0.310
H (0.309, 7.460, -5.720)  0.302
H (0.795, 8.458, -4.438)  0.259
H (-1.571, 3.402, -4.003)  0.242
H (-0.898, 2.397, -2.899)  0.051
C (-1.648, -1.399, 2.030)  -0.469
C (-1.806, -1.401, 0.556)  0.675
C (-0.487, -1.028, -0.209)  0.118
O (-0.678, -0.998, -1.609)  -0.269
C (0.455, -0.528, -2.275)  -0.975
N (-2.161, -2.652, -0.021)  -0.781
H (-1.226, -0.413, 2.222)  0.071
H (-1.098, -2.271, 2.382)  0.152
H (-2.668, -1.576, 2.370)  -0.252
H (-2.511, -0.656, 0.187)  0.276
H (0.163, -1.883, -0.022)  -0.190
H (-0.073, -0.094, 0.171)  -0.223
H (1.037, -1.277, -2.811)  0.406
H (1.232, -0.031, -1.694)  0.199
H (0.196, 0.062, -3.154)  0.379
H (-2.276, -2.464, -1.007)  0.390
H (-1.302, -3.184, -0.036)  0.307
C (3.773, -2.963, -1.635)  -1.192
C (3.068, -4.247, -1.267)  0.541
C (2.316, -4.275, 0.112)  -0.007
O (3.053, -3.558, 1.145)  -0.287
C (2.425, -3.641, 2.373)  -0.666
N (2.173, -4.792, -2.265)  -0.755
H (4.727, -2.946, -1.108)  0.355
H (3.200, -2.109, -1.273)  -0.104
H (3.832, -2.887, -2.720)  0.434
H (3.905, -4.945, -1.277)  0.343
H (2.138, -5.339, 0.268)  0.421
H (1.317, -3.839, 0.115)  -0.224
H (2.275, -4.619, 2.830)  0.335
H (1.540, -3.010, 2.463)  0.135
H (3.109, -3.044, 2.976)  0.277
H (2.018, -5.774, -2.088)  0.308
H (1.282, -4.345, -2.103)  0.202
C (6.271, 0.257, -2.739)  -1.000
C (7.193, 0.937, -1.712)  0.528
C (6.284, 1.662, -0.707)  -0.606
O (5.218, 2.473, -1.270)  -0.426
C (3.883, 2.009, -1.021)  -0.005
N (8.280, 0.047, -1.196)  -0.710
H (5.754, 0.949, -3.405)  0.331
H (5.431, -0.303, -2.326)  -0.140
H (6.814, -0.480, -3.331)  0.464
H (7.744, 1.649, -2.326)  0.231
H (6.962, 2.316, -0.159)  0.317
H (5.941, 0.940, 0.034)  0.290
H (3.020, 2.560, -1.395)  0.060
H (3.953, 1.960, 0.066)  -0.059
H (3.633, 1.000, -1.348)  0.125
H (8.789, 0.528, -0.468)  0.260
H (7.952, -0.755, -0.677)  0.227
C (3.295, 2.317, 3.590)  -1.623
C (2.054, 1.461, 3.508)  1.163
C (2.040, 0.575, 2.194)  -0.389
O (1.904, 1.372, 1.067)  0.322
C (0.886, 2.383, 0.985)  -0.797
N (2.328, 0.569, 4.586)  -0.826
H (3.434, 2.862, 2.656)  0.282
H (4.173, 1.698, 3.773)  0.383
H (3.293, 3.118, 4.329)  0.395
H (1.073, 1.919, 3.629)  0.169
H (1.120, -0.009, 2.197)  -0.545
H (2.886, -0.092, 2.029)  0.418
H (1.368, 3.357, 1.060)  0.226
H (0.191, 2.258, 1.815)  0.329
H (0.387, 2.239, 0.026)  0.006
H (2.549, 1.062, 5.439)  0.271
H (3.229, 0.113, 4.559)  0.292
C (-3.057, -0.910, -3.770)  0.608
C (-3.984, -1.618, -4.800)  -0.704
O (-3.208, -2.212, -5.805)  -0.492
O (-2.480, 0.344, -4.269)  -0.365
H (-2.251, -1.524, -3.367)  -0.186
H (-3.750, -0.615, -2.982)  -0.117
H (-4.802, -0.919, -4.975)  0.336
H (-4.431, -2.482, -4.308)  0.338
H (-2.908, -1.504, -6.379)  0.349
H (-2.276, 0.140, -5.184)  0.265
C (-6.053, -0.623, 0.668)  0.008
C (-6.623, -1.500, -0.463)  -0.256
O (-7.744, -0.755, -0.878)  -0.576
O (-5.537, 0.531, 0.173)  -0.513
H (-5.312, -1.162, 1.259)  -0.166
H (-6.841, -0.376, 1.379)  0.492
H (-7.153, -2.403, -0.160)  0.302
H (-5.897, -1.541, -1.274)  0.108
H (-7.441, 0.107, -1.172)  0.311
H (-5.991, 1.231, 0.648)  0.324
C (-3.040, 0.335, 6.152)  -0.369
C (-1.743, 1.124, 5.879)  -0.493
O (-1.906, 1.986, 4.708)  -0.489
O (-3.550, -0.041, 4.855)  -0.423
H (-3.698, 1.044, 6.655)  0.269
H (-2.858, -0.638, 6.609)  0.303
H (-0.962, 0.468, 5.495)  0.218
H (-1.192, 1.572, 6.705)  0.366
H (-2.720, 2.482, 4.822)  0.269
H (-3.016, 0.292, 4.131)  0.299
C (-5.129, -2.725, 4.583)  -0.434
C (-5.542, -4.053, 3.987)  -0.462
O (-4.966, -4.225, 2.713)  -0.544
O (-5.682, -1.598, 3.873)  -0.496
H (-4.046, -2.751, 4.704)  0.213
H (-5.429, -2.703, 5.631)  0.447
H (-6.623, -4.171, 3.908)  0.236
H (-5.215, -4.798, 4.713)  0.352
H (-4.894, -3.303, 2.454)  0.336
H (-5.273, -0.788, 4.186)  0.389